Entry 1:
This record from OMol25 describes a structure of composition C38H32ClN5O4PS2V. The level of theory is wB97M-V/def2-TZVPD.

Cartesian coordinates (Å):
V: -0.304 0.281 0.748
S: -1.271 0.314 -1.635
C: -2.670 0.144 -0.637
C: -3.980 -0.100 -1.084
C: -4.979 -0.270 -0.158
C: -4.687 -0.207 1.211
C: -3.388 0.031 1.584
N: -2.414 0.222 0.682
H: -4.167 -0.155 -2.147
H: -5.993 -0.463 -0.485
H: -5.454 -0.345 1.960
H: -3.081 0.087 2.622
C: 3.286 4.604 -1.212
C: 2.333 3.961 -1.990
C: 1.194 3.441 -1.397
C: 0.993 3.575 -0.023
C: 1.953 4.215 0.752
C: 3.096 4.729 0.156
P: -0.455 2.757 0.689
C: -1.869 3.862 0.406
C: -1.796 4.960 -0.444
C: -2.912 5.762 -0.646
C: -4.106 5.472 -0.003
C: -4.183 4.378 0.848
C: -3.072 3.576 1.051
C: -0.271 2.544 2.468
C: -0.239 3.465 3.514
C: -0.103 2.984 4.805
C: -0.016 1.609 5.032
C: -0.079 0.705 3.981
C: -0.209 1.155 2.663
H: 4.185 4.994 -1.671
H: 2.488 3.846 -3.055
H: 0.462 2.909 -1.997
H: 1.822 4.291 1.825
H: 3.847 5.215 0.766
H: -0.868 5.196 -0.950
H: -2.844 6.616 -1.307
H: -4.974 6.099 -0.162
H: -5.111 4.148 1.356
H: -3.136 2.731 1.725
H: -0.326 4.530 3.325
H: -0.069 3.671 5.641
H: 0.091 1.249 6.048
H: -0.032 -0.359 4.191
O: 4.879 0.579 -2.820
C: 4.296 -0.424 -3.450
O: 4.686 -0.803 -4.526
C: 3.133 -1.099 -2.787
C: 2.492 -2.198 -3.327
Cl: 2.739 -2.991 -4.808
N: 1.491 -2.559 -2.486
N: 1.426 -1.742 -1.433
C: 2.392 -0.858 -1.588
C: 2.521 0.186 -0.519
O: 3.498 0.923 -0.462
O: 1.552 0.215 0.320
C: 0.534 -3.615 -2.570
C: -0.779 -3.316 -2.231
C: -1.729 -4.323 -2.285
C: -1.372 -5.608 -2.671
C: -0.052 -5.894 -2.989
C: 0.913 -4.898 -2.933
H: 4.475 0.753 -1.921
H: -1.036 -2.306 -1.934
H: -2.756 -4.096 -2.027
H: -2.121 -6.388 -2.721
H: 0.233 -6.896 -3.282
H: 1.944 -5.118 -3.174
C: -0.264 -5.225 1.115
N: 0.808 -4.289 1.341
C: 2.204 -4.689 1.203
C: 2.974 -3.377 1.448
N: 1.896 -2.421 1.647
C: 0.688 -2.967 1.496
S: -0.767 -2.098 1.509
H: -0.227 -6.026 1.855
H: -0.184 -5.657 0.115
H: -1.213 -4.701 1.199
H: 2.372 -5.088 0.199
H: 2.458 -5.464 1.928
H: 3.592 -3.098 0.593
H: 3.609 -3.434 2.331
H: 2.003 -1.419 1.600

For the HOMO-LUMO gap (alpha / beta), the calculation gives 7.8244 / 8.0594 eV. The total energy comes out at -124739.11381 eV. As for the expectation value of S²: 2.022. As for the molecular weight: 804.21 g mol⁻¹. Its multiplicity is 3. The HOMO energy (alpha / beta) is -7.64 / -7.81 eV.

***

Entry 2:
This record from OMol25 describes a structure of composition C38H32F5MnP2 at a distorted geometry. The level of theory is wB97M-V/def2-TZVPD.

Cartesian coordinates (Å):
C: 0.624 -1.617 -4.406
C: -0.395 -2.062 -3.523
C: -1.757 -1.986 -3.888
C: -2.101 -1.601 -5.200
C: -1.095 -1.208 -6.088
C: 0.242 -1.181 -5.684
P: 0.014 -2.203 -1.728
C: -1.257 -3.360 -1.127
C: -2.411 -2.870 -0.497
C: -3.416 -3.745 -0.088
C: -3.292 -5.114 -0.346
C: -2.136 -5.603 -0.967
C: -1.111 -4.733 -1.340
Mn: 0.300 0.014 -0.914
P: 0.044 2.254 -1.461
C: -1.316 2.139 -2.660
C: -1.130 2.504 -4.006
C: -2.168 2.305 -4.909
C: -3.398 1.766 -4.494
C: -3.595 1.467 -3.136
C: -2.577 1.675 -2.218
C: -0.190 3.704 -0.386
C: 0.787 3.988 0.587
C: 0.611 5.044 1.473
C: -0.544 5.825 1.420
C: -1.512 5.559 0.446
C: -1.347 4.501 -0.453
C: 1.635 2.442 -2.347
C: 2.652 1.485 -2.072
C: 3.840 1.540 -2.819
C: 4.067 2.616 -3.695
C: 3.131 3.656 -3.797
C: 1.930 3.597 -3.091
C: 1.600 -3.115 -1.652
C: 2.048 -3.899 -2.727
C: 3.331 -4.459 -2.711
C: 4.169 -4.262 -1.607
C: 3.693 -3.553 -0.500
C: 2.414 -3.005 -0.510
H: 1.697 3.393 0.657
H: 1.390 5.258 2.204
H: -0.667 6.653 2.124
H: -2.415 6.169 0.401
H: -2.110 4.292 -1.204
H: -0.210 2.999 -4.333
H: -2.004 2.592 -5.949
H: -4.199 1.612 -5.220
H: -4.558 1.085 -2.778
H: -2.740 1.497 -1.144
H: 2.562 0.785 -1.196
H: 4.614 0.786 -2.666
H: 5.002 2.685 -4.266
H: 3.321 4.543 -4.404
H: 1.258 4.453 -3.047
H: 1.422 -4.073 -3.604
H: 3.692 -5.041 -3.562
H: 5.179 -4.674 -1.588
H: 4.316 -3.423 0.385
H: 2.028 -2.479 0.361
H: -2.504 -1.808 -0.293
H: -4.287 -3.355 0.439
H: -4.082 -5.791 -0.019
H: -2.028 -6.670 -1.146
H: -0.203 -5.129 -1.795
H: -2.551 -2.163 -3.191
H: -3.161 -1.561 -5.455
H: -1.292 -0.783 -7.091
H: 0.964 -0.797 -6.399
H: 1.667 -1.605 -4.092
H: 0.994 -0.015 -2.633
H: 0.104 -0.041 -2.555
F: -0.654 1.319 1.398
C: 0.149 0.204 1.136
F: 1.448 0.460 1.538
C: -0.375 -0.919 1.986
F: -0.206 -0.690 3.303
F: -1.717 -1.074 1.783
F: 0.276 -2.100 1.714

For the HOMO-LUMO gap (alpha / beta), the calculation gives 6.1534 / 6.4938 eV. The net charge is +2. The total energy comes out at -103393.03032 eV. As for the expectation value of S²: 6.163. As for the molecular weight: 700.55 g mol⁻¹. Its multiplicity is 5. The HOMO energy (alpha / beta) is -14.31 / -14.40 eV.

***

expectation value of S² of number 2 (C38H32F5MnP2)?
6.163

***

Copy entry 2 word for word.
This record from OMol25 describes a structure of composition C38H32F5MnP2 at a distorted geometry. The level of theory is wB97M-V/def2-TZVPD.

Cartesian coordinates (Å):
C: 0.624 -1.617 -4.406
C: -0.395 -2.062 -3.523
C: -1.757 -1.986 -3.888
C: -2.101 -1.601 -5.200
C: -1.095 -1.208 -6.088
C: 0.242 -1.181 -5.684
P: 0.014 -2.203 -1.728
C: -1.257 -3.360 -1.127
C: -2.411 -2.870 -0.497
C: -3.416 -3.745 -0.088
C: -3.292 -5.114 -0.346
C: -2.136 -5.603 -0.967
C: -1.111 -4.733 -1.340
Mn: 0.300 0.014 -0.914
P: 0.044 2.254 -1.461
C: -1.316 2.139 -2.660
C: -1.130 2.504 -4.006
C: -2.168 2.305 -4.909
C: -3.398 1.766 -4.494
C: -3.595 1.467 -3.136
C: -2.577 1.675 -2.218
C: -0.190 3.704 -0.386
C: 0.787 3.988 0.587
C: 0.611 5.044 1.473
C: -0.544 5.825 1.420
C: -1.512 5.559 0.446
C: -1.347 4.501 -0.453
C: 1.635 2.442 -2.347
C: 2.652 1.485 -2.072
C: 3.840 1.540 -2.819
C: 4.067 2.616 -3.695
C: 3.131 3.656 -3.797
C: 1.930 3.597 -3.091
C: 1.600 -3.115 -1.652
C: 2.048 -3.899 -2.727
C: 3.331 -4.459 -2.711
C: 4.169 -4.262 -1.607
C: 3.693 -3.553 -0.500
C: 2.414 -3.005 -0.510
H: 1.697 3.393 0.657
H: 1.390 5.258 2.204
H: -0.667 6.653 2.124
H: -2.415 6.169 0.401
H: -2.110 4.292 -1.204
H: -0.210 2.999 -4.333
H: -2.004 2.592 -5.949
H: -4.199 1.612 -5.220
H: -4.558 1.085 -2.778
H: -2.740 1.497 -1.144
H: 2.562 0.785 -1.196
H: 4.614 0.786 -2.666
H: 5.002 2.685 -4.266
H: 3.321 4.543 -4.404
H: 1.258 4.453 -3.047
H: 1.422 -4.073 -3.604
H: 3.692 -5.041 -3.562
H: 5.179 -4.674 -1.588
H: 4.316 -3.423 0.385
H: 2.028 -2.479 0.361
H: -2.504 -1.808 -0.293
H: -4.287 -3.355 0.439
H: -4.082 -5.791 -0.019
H: -2.028 -6.670 -1.146
H: -0.203 -5.129 -1.795
H: -2.551 -2.163 -3.191
H: -3.161 -1.561 -5.455
H: -1.292 -0.783 -7.091
H: 0.964 -0.797 -6.399
H: 1.667 -1.605 -4.092
H: 0.994 -0.015 -2.633
H: 0.104 -0.041 -2.555
F: -0.654 1.319 1.398
C: 0.149 0.204 1.136
F: 1.448 0.460 1.538
C: -0.375 -0.919 1.986
F: -0.206 -0.690 3.303
F: -1.717 -1.074 1.783
F: 0.276 -2.100 1.714

For the HOMO-LUMO gap (alpha / beta), the calculation gives 6.1534 / 6.4938 eV. The net charge is +2. The total energy comes out at -103393.03032 eV. As for the expectation value of S²: 6.163. As for the molecular weight: 700.55 g mol⁻¹. Its multiplicity is 5. The HOMO energy (alpha / beta) is -14.31 / -14.40 eV.

***

Which of these has the highest multiplicity?
C38H32F5MnP2